Entry 1:
Molecular formula: C18H33BF2FeN2O5S3Sb
Method: DFT, ωB97M-V/def2-TZVPD

Structure (ORCA input):
```
! wB97M-V def2-TZVPD RIJCOSX def2/J DEFGRID3
* xyz -1 5
Fe 0.12869 -0.38420 0.68338
C 8.36270 -0.63853 0.56783
C 6.95200 -0.23774 0.26074
C 6.48666 1.07274 0.45555
C 5.19876 1.45745 0.17619
C 4.25809 0.49156 -0.32858
C 4.72962 -0.85031 -0.54476
C 6.02187 -1.17851 -0.25280
S 2.68685 0.95539 -0.65675
C 2.54704 1.19348 -2.47624
O 1.75283 -0.29192 -0.59406
H 8.93600 0.21287 0.94216
H 8.89592 -1.02246 -0.31070
H 8.42077 -1.42498 1.32971
H 7.17618 1.81804 0.84479
H 4.88816 2.48251 0.34127
H 4.03340 -1.59748 -0.90170
H 6.34408 -2.20599 -0.40078
H 2.75990 0.23457 -2.95081
H 3.28456 1.94332 -2.76417
H 1.53975 1.53125 -2.72831
C 0.19951 5.46748 -0.32386
C 0.79609 4.29908 0.45517
Sb -0.34748 2.48465 0.55550
C -1.50272 2.72992 -1.25345
C -2.90647 3.30684 -1.12274
C -1.79790 3.09540 2.03111
C -2.10970 4.57863 2.19409
H 0.83457 6.35487 -0.24385
H -0.79370 5.74552 0.03107
H 0.10984 5.23661 -1.38615
H 0.99692 4.57591 1.49360
H 1.75952 4.00837 0.03152
H -1.54946 1.72998 -1.68472
H -0.89790 3.33156 -1.93502
H -3.52412 2.71626 -0.44366
H -3.41910 3.32902 -2.08916
H -2.89038 4.32962 -0.74264
H -1.39596 2.68949 2.95982
H -2.70911 2.52515 1.83449
H -1.20742 5.16836 2.36854
H -2.76888 4.74264 3.05164
H -2.61008 5.00009 1.32131
F -1.16244 0.17257 3.11011
B -1.97094 -0.88838 2.85472
F -3.15744 -0.88859 3.51508
C -1.44140 -1.37634 -2.07934
N -2.27438 -2.23125 -1.25441
C -2.07266 -3.68319 -1.37827
C -2.72510 -4.24368 -0.10284
N -3.07456 -3.03563 0.64802
C -2.61128 -1.94904 0.01206
S -2.50076 -0.38939 0.73170
H -1.52863 -1.70907 -3.11358
H -0.39827 -1.44037 -1.74887
H -1.78210 -0.34776 -2.01744
H -0.99908 -3.87515 -1.42066
H -2.55264 -4.05412 -2.28394
H -2.04301 -4.85694 0.48209
H -3.62731 -4.81222 -0.33129
H -2.95429 -3.02856 1.65504
O 0.25169 -3.90024 2.81237
S 0.03848 -2.62808 2.19260
O -1.40847 -2.19128 2.80646
O -0.19649 -2.68692 0.73513
O 0.97461 -1.55560 2.48241
*
```

Results
Gap between HOMO and LUMO (alpha / beta) (Ha): 0.1302 / 0.2024
Strongest force on any atom (hartree/bohr): 0.018
⟨S²⟩: 6.0542
Total energy (hartree): -4114.650662

Atom charges from the natural (NBO) analysis, given in e for atoms 1 to 8: atom 1 (Fe): 0.762, atom 2 (C): -0.610, atom 3 (C): -0.154, atom 4 (C): -0.214, atom 5 (C): -0.247, atom 6 (C): -0.495, atom 7 (C): -0.189, atom 8 (C): -0.222

=====

Entry 2:
Molecular formula: C22H30AsN3O10S2Zn
Method: DFT, ωB97M-V/def2-TZVPD

Structure (ORCA input):
```
! wB97M-V def2-TZVPD RIJCOSX def2/J DEFGRID3
* xyz 0 1
Zn -2.94945 -0.55745 0.61366
O -4.83196 2.78544 -1.92970
C -4.71634 2.02003 -0.83139
O -5.37595 1.04478 -0.61806
C -3.68145 2.56531 0.11409
C -3.41821 3.92432 0.16978
C -2.54669 4.38381 1.14032
C -1.91826 3.46366 1.96008
C -2.16506 2.11699 1.75520
N -3.07848 1.67742 0.89218
C -1.39991 1.01267 2.46093
O -0.53465 1.31273 3.41712
O -1.68954 -0.14972 2.28169
H -5.49188 2.36020 -2.50062
H -3.89756 4.59474 -0.52684
H -2.34758 5.44078 1.25118
H -1.23624 3.80210 2.72768
H -0.21484 2.22069 3.31942
O -5.16941 -3.62822 0.10211
As -5.52465 -1.88292 -0.00917
O -4.14787 -1.42761 -1.29713
O -4.58557 -1.29845 1.29204
C -3.58997 -2.28522 -2.17952
C -4.35790 -3.08397 -3.01996
C -3.74585 -3.93761 -3.92336
C -2.36245 -4.01149 -4.01647
C -1.58322 -3.21483 -3.19435
C -2.18850 -2.35672 -2.29054
S -1.22354 -1.48363 -1.11119
O -1.75421 -0.09504 -1.05720
O 0.16821 -1.58026 -1.45600
O -1.59424 -2.13509 0.17822
H -4.37700 -3.75041 0.64087
H -5.43609 -3.03026 -2.94324
H -4.35985 -4.55579 -4.56601
H -1.89762 -4.68747 -4.72107
H -0.50253 -3.24481 -3.23335
C 3.55394 3.04561 2.70226
C 3.79720 3.90310 1.46031
C 4.43322 3.15476 0.28530
C 3.47522 2.28687 -0.52427
N 3.05907 1.07710 0.16801
C 1.81534 0.80648 0.58303
S 0.53199 1.91190 0.49967
N 1.60298 -0.38467 1.16604
C 2.60534 -1.40371 1.41981
C 2.98125 -2.23863 0.19300
C 4.22540 -3.08061 0.44445
C 4.61942 -3.91298 -0.77022
H 3.22104 3.66522 3.53689
H 4.47104 2.53892 3.01202
H 2.78828 2.29084 2.52311
H 4.45467 4.73217 1.73169
H 2.84812 4.33391 1.12946
H 5.26679 2.54248 0.64724
H 4.85277 3.88479 -0.41219
H 3.95161 1.98773 -1.46016
H 2.57255 2.84533 -0.76836
H 3.73775 0.33588 0.22112
H 0.63255 -0.65156 1.24519
H 2.19852 -2.05836 2.19006
H 3.49039 -0.92498 1.85243
H 3.13853 -1.58991 -0.67360
H 2.13672 -2.88111 -0.06439
H 4.04952 -3.74184 1.29850
H 5.05825 -2.42538 0.72315
H 3.81757 -4.59818 -1.04967
H 5.51239 -4.50605 -0.57067
H 4.82686 -3.27385 -1.63056
*
```

Results
Gap between HOMO and LUMO (Ha): 0.2789
Strongest force on any atom (hartree/bohr): 0.011
Total energy (hartree): -6584.666899
Energy relative to the best compared isomer or geometry (same formula, charge and spin) (kJ/mol): 0.0

Atom charges from the natural (NBO) analysis, given in e for atoms 1 to 8: atom 1 (Zn): 1.717, atom 2 (O): -0.672, atom 3 (C): 0.770, atom 4 (O): -0.551, atom 5 (C): 0.111, atom 6 (C): -0.193, atom 7 (C): -0.147, atom 8 (C): -0.200

=====

Entry 3:
Molecular formula: C5H5Cl2LaNO4Ru
Method: DFT, ωB97M-V/def2-TZVPD

Structure (ORCA input):
```
! wB97M-V def2-TZVPD RIJCOSX def2/J DEFGRID3
* xyz 4 6
Ru 2.42583 -2.18750 -1.53092
La 0.78563 -0.27395 -0.33699
Cl 2.86267 -1.30575 0.90872
Cl 0.02591 -2.19381 -2.14699
C -0.13055 1.78212 -1.90673
C 4.15031 -2.74084 -1.30840
C 2.60233 -2.19043 -3.35826
O -0.68434 2.60020 -2.50505
O 5.22111 -3.19301 -1.15679
O 2.57120 -2.27719 -4.53298
C -2.84965 0.48438 2.27903
C -1.74406 1.25179 1.66595
N -1.66902 2.57182 1.84759
O -0.82594 0.65357 0.98115
H -3.32955 1.02076 3.10536
H -2.50387 -0.48392 2.65448
H -3.61987 0.30086 1.52075
H -0.91061 3.11450 1.43563
H -2.37754 3.06640 2.38445
*
```

Results
Gap between HOMO and LUMO (alpha / beta) (Ha): 0.2327 / 0.1560
Strongest force on any atom (hartree/bohr): 0.267
⟨S²⟩: 8.7893
Total energy (hartree): -1594.140868

Atom charges from the Löwdin analysis, given in e for atoms 1 to 8: atom 1 (Ru): 0.924, atom 2 (La): 1.580, atom 3 (Cl): 0.093, atom 4 (Cl): 0.094, atom 5 (C): -0.017, atom 6 (C): -0.256, atom 7 (C): -0.252, atom 8 (O): 0.198

=====

Entry 4:
Molecular formula: C4H8BiFO2
Method: DFT, ωB97M-V/def2-TZVPD

Structure (ORCA input):
```
! wB97M-V def2-TZVPD RIJCOSX def2/J DEFGRID3
* xyz 1 2
O 2.35756 0.59029 -0.49792
C 2.16219 -0.47581 0.37020
C 0.78226 -1.08696 0.13720
O -0.15143 0.00375 0.20642
C -1.53430 -0.34590 0.08509
C -2.33821 0.74333 -0.52333
Bi 0.79120 1.67575 -0.60578
H 2.24381 -0.30831 1.46484
H 0.52176 -1.82863 0.90729
H 0.71010 -1.55578 -0.85754
H -1.86124 -0.55811 1.11856
H -1.61080 -1.28194 -0.48972
H -2.65327 1.58939 0.08804
H -2.55563 0.71871 -1.59291
H 3.03868 -1.18239 0.23491
F 0.09734 3.30260 -0.04537
*
```

Results
Gap between HOMO and LUMO (alpha / beta) (Ha): 0.3099 / 0.3258
Strongest force on any atom (hartree/bohr): 0.140
⟨S²⟩: 0.7544
Total energy (hartree): -621.733533

Atom charges from the natural (NBO) analysis, given in e for atoms 1 to 8: atom 1 (O): -0.869, atom 2 (C): -0.143, atom 3 (C): -0.123, atom 4 (O): -0.638, atom 5 (C): -0.172, atom 6 (C): -0.279, atom 7 (Bi): 2.174, atom 8 (H): 0.196

=====

Entry 5:
Molecular formula: C3H4N2O2
Method: DFT, ωB97M-V/def2-TZVPD

Structure (ORCA input):
```
! wB97M-V def2-TZVPD RIJCOSX def2/J DEFGRID3
* xyz 0 1
C -0.38209 0.17565 0.53582
C -0.33253 0.93995 -1.50483
C 0.60966 -0.51271 -0.09781
H -1.39283 1.10780 1.79670
H -1.07494 1.37543 -2.31100
H 1.50764 0.07326 -2.04295
H 0.74488 -1.94945 1.42204
N -1.06795 0.98741 -0.37104
N 0.67632 -0.08317 -1.36230
O -0.91710 0.10553 1.87063
O 1.36541 -1.42479 0.58805
*
```

Results
Gap between HOMO and LUMO (Ha): 0.3082
Strongest force on any atom (hartree/bohr): 0.107
SMILES string: Oc1nc[nH]c1O
Total energy (hartree): -376.600369
Energy relative to the best compared isomer or geometry (same formula, charge and spin) (kJ/mol): 429.1

Atom charges from the natural (NBO) analysis, given in e for atoms 1 to 8: atom 1 (C): 0.276, atom 2 (C): 0.078, atom 3 (C): 0.348, atom 4 (H): 0.504, atom 5 (H): 0.249, atom 6 (H): 0.440, atom 7 (H): 0.520, atom 8 (N): -0.479

=====

Entry 6:
Molecular formula: C5H8O2
Method: DFT, ωB97M-V/def2-TZVPD

Structure (ORCA input):
```
! wB97M-V def2-TZVPD RIJCOSX def2/J DEFGRID3
* xyz 0 1
C -2.27083 0.04312 -0.74003
C -1.04528 -0.40510 0.04848
C 0.27088 0.27110 -0.33263
C 1.37976 -0.22805 0.56452
O 1.20712 -1.00972 1.47535
C 2.82017 0.25645 0.38625
O 3.12353 1.32293 -0.08467
H -2.45981 1.11642 -0.62455
H -3.15621 -0.48826 -0.37341
H -2.17600 -0.17179 -1.81036
H -0.91441 -1.48820 -0.05937
H -1.21361 -0.23669 1.11729
H 0.55133 0.07069 -1.37790
H 0.22056 1.36672 -0.25717
H 3.55522 -0.45961 0.80750
*
```

Results
Gap between HOMO and LUMO (Ha): 0.3508
Strongest force on any atom (hartree/bohr): 0.011
SMILES string: CCCC(=O)C=O
Total energy (hartree): -345.774128
Energy relative to the best compared isomer or geometry (same formula, charge and spin) (kJ/mol): 80.9

Atom charges from the natural (NBO) analysis, given in e for atoms 1 to 8: atom 1 (C): -0.604, atom 2 (C): -0.394, atom 3 (C): -0.512, atom 4 (C): 0.488, atom 5 (O): -0.499, atom 6 (C): 0.350, atom 7 (O): -0.476, atom 8 (H): 0.203